Formula: C2H3O3S
Source: the OMol25 dataset
Level of theory: ωB97M-V/def2-TZVPD

```
9
C2H3O3S | the OMol25 dataset | ωB97M-V/def2-TZVPD
C -1.30 0.49 -0.88
C 0.65 -0.07 0.28
O 2.28 -1.54 -1.47
O 3.42 0.35 -0.52
O -0.51 -0.39 -0.41
S 2.15 -0.09 -1.12
H -2.14 -0.14 -1.28
H 0.74 1.03 0.49
H 0.52 -0.64 1.29
```

Summary:
* energy above the lowest of the compared OMol25 structures with the same formula, charge and spin: 467.04 kJ/mol
* total energy: -19097.412 eV
* gap between HOMO and LUMO: 7.56 eV
* strongest force on any atom: 2.8 eV/Å
* net charge: -1
* HOMO level: -3.545 eV
* molecular weight: 107.11 g mol⁻¹

Results of the Mulliken charge analysis, in e, for atoms 1 through 2:
1 C -0.36
2 C -0.41


Formula: C2H3O3S
Source: the OMol25 dataset
Level of theory: ωB97M-V/def2-TZVPD

```
9
C2H3O3S | the OMol25 dataset | ωB97M-V/def2-TZVPD
C -0.33 -1.59 0.37
C -0.23 0.97 0.55
O 1.46 -0.15 -1.21
O -0.89 0.07 -1.94
O 0.12 0.13 1.53
S 0.08 -0.20 -0.85
H 0.63 -2.08 0.70
H -1.33 1.09 0.41
H 0.49 1.75 0.45
```

Summary:
* energy above the lowest of the compared OMol25 structures with the same formula, charge and spin: 551.81 kJ/mol
* total energy: -19096.533 eV
* gap between HOMO and LUMO (alpha / beta): 8.00 / 8.00 eV
* strongest force on any atom: 3.0 eV/Å
* net charge: -1
* HOMO level (alpha / beta): -4.093 / -4.094 eV
* molecular weight: 107.11 g mol⁻¹

Results of the Mulliken charge analysis, in e, for atoms 1 through 2:
1 C -0.40
2 C -0.31


Formula: C2H3O3S
Source: the OMol25 dataset
Level of theory: ωB97M-V/def2-TZVPD

```
9
C2H3O3S | the OMol25 dataset | ωB97M-V/def2-TZVPD
C 1.43 0.37 -0.04
C 0.37 -0.32 -0.56
O -2.18 -0.81 -0.27
O 2.65 0.19 -0.15
O -1.39 1.42 0.11
S -1.10 0.01 0.17
H 0.96 1.37 0.19
H 0.35 -1.85 -1.01
H -1.09 -0.38 1.56
```

Summary:
* energy above the lowest of the compared OMol25 structures with the same formula, charge and spin: 408.96 kJ/mol
* total energy: -19098.014 eV
* gap between HOMO and LUMO: 8.24 eV
* strongest force on any atom: 6.4 eV/Å
* net charge: -1
* HOMO level: -4.477 eV
* molecular weight: 107.11 g mol⁻¹

Results of the Mulliken charge analysis, in e, for atoms 1 through 2:
1 C -0.07
2 C -0.27


Formula: C2H3O3Sm
Source: the OMol25 dataset
Level of theory: ωB97M-V/def2-TZVPD

```
9
C2H3O3Sm | the OMol25 dataset | ωB97M-V/def2-TZVPD
C 1.42 -1.42 -0.51
O 0.55 -1.88 0.24
H 2.21 -2.06 -0.96
H 0.62 0.76 -0.68
O -0.44 1.18 1.32
C -0.53 1.29 -0.05
O -1.66 0.61 -0.41
Sm -1.48 -0.85 1.33
H -0.69 2.37 -0.29
```

Summary:
* 2S+1: 8
* energy above the lowest of the compared OMol25 structures with the same formula, charge and spin: 0.00 kJ/mol
* total energy: -26164.373 eV
* gap between HOMO and LUMO (alpha / beta): 5.98 / 6.30 eV
* strongest force on any atom: 3.4 eV/Å
* net charge: 0
* HOMO level (alpha / beta): -6.711 / -7.209 eV
* molecular weight: 225.40 g mol⁻¹

Results of the Mulliken charge analysis, in e, for atoms 1 through 2:
1 C 0.02
2 O -0.38


Formula: C2H3O5S2
Source: the OMol25 dataset
Level of theory: ωB97M-V/def2-TZVPD

```
12
C2H3O5S2 | the OMol25 dataset | ωB97M-V/def2-TZVPD
C 0.55 -0.11 0.79
C 1.73 0.39 1.07
O 0.95 -2.09 -0.88
O 0.79 0.17 -1.79
O -3.20 0.77 -1.36
O -2.16 0.75 0.82
O -1.20 -0.97 -0.95
S 0.30 -0.81 -0.85
S -1.94 0.81 -0.63
H -0.30 -0.13 1.44
H 1.97 0.84 2.03
H 2.51 0.39 0.32
```

Summary:
* energy above the lowest of the compared OMol25 structures with the same formula, charge and spin: 0.00 kJ/mol
* total energy: -34031.477 eV
* gap between HOMO and LUMO: 9.35 eV
* strongest force on any atom: 2.4 eV/Å
* net charge: -1
* HOMO level: -5.633 eV
* molecular weight: 171.18 g mol⁻¹

Results of the Mulliken charge analysis, in e, for atoms 1 through 2:
1 C -0.17
2 C -0.73


Formula: C2H3OP
Source: the OMol25 dataset
Level of theory: ωB97M-V/def2-TZVPD

```
7
C2H3OP | the OMol25 dataset | ωB97M-V/def2-TZVPD
O -1.09 0.38 -1.64
C -0.25 0.28 -0.78
C 0.34 -0.67 0.22
P 0.83 1.15 0.36
H -0.65 -1.03 0.61
H 1.03 -1.60 -0.01
H -0.22 1.49 1.24
```

Summary:
* energy above the lowest of the compared OMol25 structures with the same formula, charge and spin: 136.49 kJ/mol
* total energy: -13456.344 eV
* gap between HOMO and LUMO: 9.39 eV
* SMILES: O=C1CP1
* strongest force on any atom: 2.7 eV/Å
* net charge: 0
* HOMO level: -9.010 eV
* molecular weight: 74.02 g mol⁻¹

Results of the Mulliken charge analysis, in e, for atoms 1 through 2:
1 O -0.48
2 C 0.49


Formula: C2H3OPS
Source: the OMol25 dataset
Level of theory: ωB97M-V/def2-TZVPD

```
8
C2H3OPS | the OMol25 dataset | ωB97M-V/def2-TZVPD
C -1.64 0.11 0.53
C -0.58 -0.57 0.43
O 1.06 1.47 1.22
P 1.90 -0.39 -0.89
S 0.63 1.02 -0.12
H -2.12 1.02 0.38
H -0.25 -1.58 0.20
H 0.99 -1.07 -1.75
```

Summary:
* energy above the lowest of the compared OMol25 structures with the same formula, charge and spin: 518.41 kJ/mol
* total energy: -24287.963 eV
* gap between HOMO and LUMO (alpha / beta): 6.54 / 7.51 eV
* strongest force on any atom: 2.8 eV/Å
* net charge: 0
* HOMO level (alpha / beta): -8.181 / -8.645 eV
* molecular weight: 106.09 g mol⁻¹

Results of the Mulliken charge analysis, in e, for atoms 1 through 2:
1 C -0.36
2 C -0.29


Formula: C2H3OPS
Source: the OMol25 dataset
Level of theory: ωB97M-V/def2-TZVPD

```
8
C2H3OPS | the OMol25 dataset | ωB97M-V/def2-TZVPD
C -0.61 -0.26 -0.64
C 0.79 0.01 -0.14
O 0.85 0.85 0.92
P -1.93 -0.16 0.39
S -0.98 0.61 2.03
H -0.73 -0.59 -1.66
H 1.27 -0.96 0.07
H 1.34 0.49 -0.97
```

Summary:
* energy above the lowest of the compared OMol25 structures with the same formula, charge and spin: 199.26 kJ/mol
* total energy: -24291.270 eV
* gap between HOMO and LUMO (alpha / beta): 7.11 / 7.11 eV
* strongest force on any atom: 3.8 eV/Å
* net charge: 0
* HOMO level (alpha / beta): -8.730 / -8.730 eV
* molecular weight: 106.09 g mol⁻¹

Results of the Mulliken charge analysis, in e, for atoms 1 through 2:
1 C -0.32
2 C -0.04


Formula: C2H3OPS2
Source: the OMol25 dataset
Level of theory: ωB97M-V/def2-TZVPD

```
9
C2H3OPS2 | the OMol25 dataset | ωB97M-V/def2-TZVPD
C -2.04 -0.87 -0.73
C -2.07 0.92 -0.87
S -2.62 2.22 -0.35
H -2.33 -1.34 -1.65
H -1.01 -0.98 -0.50
O 2.01 -1.45 -0.09
P 2.01 -0.87 1.24
S 3.26 0.79 0.97
H 2.79 1.58 1.97
```

Summary:
* energy above the lowest of the compared OMol25 structures with the same formula, charge and spin: 375.53 kJ/mol
* total energy: -35124.928 eV
* gap between HOMO and LUMO (alpha / beta): 7.57 / 7.38 eV
* SMILES: C=C=S.O=PS
* strongest force on any atom: 7.1 eV/Å
* net charge: 0
* HOMO level (alpha / beta): -8.390 / -8.203 eV
* molecular weight: 138.15 g mol⁻¹

Results of the Mulliken charge analysis, in e, for atoms 1 through 2:
1 C -0.36
2 C 0.24


Formula: C2H3OPS2
Source: the OMol25 dataset
Level of theory: ωB97M-V/def2-TZVPD

```
9
C2H3OPS2 | the OMol25 dataset | ωB97M-V/def2-TZVPD
C -2.16 0.36 0.82
C -0.99 0.38 0.27
P 0.72 0.36 -0.24
O 1.22 -1.01 0.57
S 1.78 2.06 -0.07
S 0.41 -0.39 -2.31
H -3.00 0.60 1.39
H 1.93 -0.89 1.25
H 0.09 -1.47 -1.69
```

Summary:
* energy above the lowest of the compared OMol25 structures with the same formula, charge and spin: 78.37 kJ/mol
* total energy: -35128.008 eV
* gap between HOMO and LUMO: 9.46 eV
* SMILES: C#C[P@](O)(=S)S
* strongest force on any atom: 8.8 eV/Å
* net charge: 0
* HOMO level: -9.380 eV
* molecular weight: 138.15 g mol⁻¹

Results of the Mulliken charge analysis, in e, for atoms 1 through 2:
1 C -0.02
2 C -0.32